# 1
Computed, not measured: a cluster of 2 separate species, C5H14 in total at a distorted geometry, with the ωB97M-V functional and the def2-TZVPD basis.

Atoms and positions in Å:
C1 -1.601374 -1.664010 -1.747216
C2 -0.960018 -0.387662 -1.287069
C3 -1.363835 0.987725 -1.705520
H1 -1.538416 -1.858353 -2.893066
H2 -1.093390 -2.571025 -1.202960
H3 -2.565283 -1.868150 -1.556136
H4 0.159645 -0.485970 -1.282945
H5 -1.071242 -0.399611 -0.066236
H6 -1.496099 1.179512 -2.928966
H7 -0.577316 1.530118 -1.462765
H8 -2.200792 1.533378 -1.296559
C4 1.403361 0.000495 1.769976
C5 2.184057 0.975216 2.619049
H9 1.574110 -1.050523 2.008360
H10 0.345720 0.260325 1.920192
H11 1.616198 0.083151 0.647176
H12 2.552587 1.868984 1.975452
H13 3.046534 0.434612 3.104511
H14 1.585551 1.431788 3.384724

Forces on the atoms, in the same order (eV/Å):
4.004 -2.247 -2.079
0.405 -0.788 4.387
-2.944 -0.842 -4.954
0.341 0.418 1.780
-0.495 1.625 -1.215
-3.771 0.218 1.030
-0.978 0.083 -0.748
-0.026 0.086 -2.617
0.426 -0.882 2.985
3.680 3.010 0.947
-0.661 -0.694 0.467
-0.698 0.190 -1.681
2.175 0.787 -0.877
-0.134 0.135 0.247
0.099 -0.540 -0.379
-0.209 0.045 1.562
-0.283 -1.567 1.133
-0.630 0.981 -0.488
-0.301 -0.019 0.501

Structure (SMILES): CCC.CC
E: -198.8203 hartree
HOMO: -10.5 eV
Energy above the lowest of the compared OMol25 structures with the same formula, charge and spin: 43.2 kcal/mol
Net charge: 0

Atom charges from the Löwdin analysis, given in e for atoms 1 to 2: number 1, C, carries -0.147; number 2, C, carries -0.355


# 2
Computed, not measured: a cluster of 2 separate species, C5H14 in total at a distorted geometry, with the ωB97M-V functional and the def2-TZVPD basis.

Atoms and positions in Å:
C1 -1.498383 1.495450 1.784351
C2 -0.798352 0.164817 2.065907
C3 -1.032732 -0.838868 0.928886
H1 -1.274675 1.859564 0.785288
H2 -1.149739 2.237826 2.498072
H3 -2.568028 1.410359 1.985163
H4 0.271173 0.373734 2.017878
H5 -1.123315 -0.235168 2.995710
H6 -0.276856 -0.696922 0.171632
H7 -1.026142 -1.876946 1.263679
H8 -1.979143 -0.735704 0.387726
C4 2.105964 -0.461752 -1.681954
C5 1.143815 -0.383774 -2.858123
H9 2.703741 0.443473 -1.566795
H10 1.540259 -0.571268 -0.769092
H11 2.785910 -1.302527 -1.802055
H12 0.909890 -1.356053 -3.258172
H13 1.525456 0.231093 -3.684689
H14 0.196856 0.136736 -2.687056

Forces on the atoms, in the same order (eV/Å):
0.037 -0.145 0.882
0.006 0.519 -1.975
-0.533 -0.296 -0.076
-0.234 -0.007 -0.137
0.141 0.241 0.017
-0.080 -0.001 -0.501
0.089 -0.187 0.759
0.049 -0.256 0.914
0.277 -0.170 -0.238
0.318 0.002 0.034
-0.138 0.292 0.339
-0.180 0.325 -0.179
-0.112 1.024 -0.832
-0.022 -0.002 -0.095
0.062 -0.280 0.387
0.034 -0.011 0.119
-0.125 -0.388 -0.114
0.409 -0.411 0.048
0.002 -0.249 0.647

Structure (SMILES): CCC.CC
E: -198.8768 hartree
HOMO: -11.4 eV
Energy above the lowest of the compared OMol25 structures with the same formula, charge and spin: 7.8 kcal/mol
Net charge: 0

Atom charges from the Löwdin analysis, given in e for atoms 1 to 2: number 1, C, carries -0.129; number 2, C, carries -0.302


# 3
Computed, not measured: a cluster of 2 separate species, C5H14 in total at a distorted geometry, with the ωB97M-V functional and the def2-TZVPD basis.

Atoms and positions in Å:
C1 0.850920 1.016705 -2.706373
C2 -0.636365 1.201984 -2.385284
C3 -1.041114 0.573131 -1.036262
H1 1.429347 1.942614 -2.740658
H2 0.994165 0.587510 -3.703587
H3 1.425721 0.362693 -2.058724
H4 -0.816640 2.277357 -2.403077
H5 -1.249946 0.752073 -3.141466
H6 -0.861142 1.227307 -0.181815
H7 -2.053623 0.187628 -1.045841
H8 -0.354685 -0.258734 -0.865222
C4 -0.239259 -1.424437 2.301268
C5 0.842140 -1.061649 3.310226
H9 -1.215496 -1.508634 2.786127
H10 -0.319358 -0.678162 1.512874
H11 -0.136025 -2.358861 1.740131
H12 1.712406 -0.647237 2.792499
H13 1.199753 -1.922748 3.870966
H14 0.469194 -0.268541 3.954220

Forces on the atoms, in the same order (eV/Å):
0.647 -0.009 -0.950
0.505 0.226 0.919
0.919 0.010 -0.202
-0.263 0.161 0.155
-0.139 0.018 0.009
-0.305 -0.217 0.448
-0.393 -0.057 0.054
-0.202 -0.161 -0.557
-0.306 0.183 -0.082
-0.198 0.132 0.182
-0.264 -0.277 0.002
-0.621 -0.219 -0.362
0.304 0.026 -0.743
0.027 0.124 -0.016
-0.108 0.283 0.160
0.512 -0.076 0.363
-0.002 -0.080 0.050
-0.189 0.081 0.272
0.075 -0.148 0.298

Structure (SMILES): CCC.CC
E: -198.8749 hartree
HOMO: -11.3 eV
Energy above the lowest of the compared OMol25 structures with the same formula, charge and spin: 9.0 kcal/mol
Net charge: 0

Atom charges from the Löwdin analysis, given in e for atoms 1 to 2: number 1, C, carries -0.128; number 2, C, carries -0.297


# 4
Computed, not measured: a cluster of 2 separate species, C5H14 in total at a distorted geometry, with the ωB97M-V functional and the def2-TZVPD basis.

Atoms and positions in Å:
C1 0.869087 -0.278283 1.349662
C2 0.781837 -1.715535 0.756569
C3 1.891946 -1.842487 -0.269040
H1 0.498985 -0.532218 2.449946
H2 1.923667 -0.028313 1.123844
H3 0.264286 0.536349 1.076994
H4 -0.179148 -1.801594 0.223349
H5 0.863497 -2.509829 1.528705
H6 1.977946 -2.884623 -0.709806
H7 2.750078 -1.624224 0.335997
H8 1.565243 -1.217355 -1.073386
C4 -1.504388 1.312984 -1.514153
C5 -1.712972 2.153368 -0.186488
H9 -1.581186 2.000606 -2.346710
H10 -0.553622 0.749387 -1.446056
H11 -2.149341 0.430441 -1.609593
H12 -1.374657 3.163356 -0.316129
H13 -1.515210 1.734405 0.771026
H14 -2.816043 2.353573 -0.144737

Forces on the atoms, in the same order (eV/Å):
0.466 -2.873 2.937
-1.369 0.300 -0.943
-1.068 -2.489 0.108
1.642 1.363 -1.653
-0.439 0.514 1.356
-1.052 0.527 -1.204
0.071 -0.439 0.413
-0.169 0.695 -0.339
-0.018 1.069 0.642
1.104 0.437 -0.763
0.876 0.873 -0.560
0.878 -0.727 2.148
-2.873 -0.109 -2.099
0.159 -0.322 -0.317
0.177 0.950 -0.463
-0.676 0.703 0.020
0.961 0.302 0.185
0.762 -0.498 0.463
0.568 -0.277 0.069

Structure (SMILES): CCC.CC
E: -198.8351 hartree
HOMO: -10.8 eV
Energy above the lowest of the compared OMol25 structures with the same formula, charge and spin: 34.0 kcal/mol
Net charge: 0

Atom charges from the Löwdin analysis, given in e for atoms 1 to 2: number 1, C, carries -0.107; number 2, C, carries -0.340


# 5
Computed, not measured: a cluster of 2 separate species, C5H14 in total at a distorted geometry, with the ωB97M-V functional and the def2-TZVPD basis.

Atoms and positions in Å:
C1 2.229200 1.650070 -0.863964
C2 1.039940 1.235817 0.081462
C3 1.879076 0.555991 1.220508
H1 2.157475 2.602268 -0.975705
H2 2.018810 1.295254 -1.807978
H3 3.220471 1.078369 -0.590386
H4 0.507525 2.042257 0.351841
H5 0.611488 0.365844 -0.464944
H6 1.261984 0.368461 1.972045
H7 1.883499 -0.516995 0.866731
H8 2.690676 1.133991 1.578576
C4 -1.887153 -1.174456 -0.307499
C5 -3.163774 -2.038900 -0.123614
H9 -1.648583 -1.033395 -1.334678
H10 -1.975514 -0.190882 0.141229
H11 -1.101676 -1.543362 0.349439
H12 -3.374231 -2.209689 0.997220
H13 -2.899471 -2.997448 -0.455404
H14 -3.936180 -1.765802 -0.669352

Forces on the atoms, in the same order (eV/Å):
0.519 -6.285 1.852
5.466 -4.381 -1.484
-1.741 -1.121 -3.080
1.002 6.370 -0.274
-0.461 -0.946 -2.382
-1.723 1.950 -0.318
-2.382 2.450 0.859
-0.952 1.199 0.690
-2.757 -0.269 4.065
1.829 1.109 0.163
1.201 -0.072 -0.098
-1.160 0.238 1.798
4.325 -0.670 4.313
0.622 -0.179 -0.728
-0.592 0.498 -0.217
0.436 -0.635 -0.680
-0.092 0.652 -1.738
0.307 -1.634 -0.577
-3.850 1.724 -2.165

Structure (SMILES): CCC.CC
E: -198.7881 hartree
HOMO: -10.9 eV
Energy above the lowest of the compared OMol25 structures with the same formula, charge and spin: 63.4 kcal/mol
Net charge: 0

Atom charges from the Löwdin analysis, given in e for atoms 1 to 2: number 1, C, carries -0.105; number 2, C, carries -0.226


Question: Among the records above, which one has the lowest HOMO?
Answer: number 2


Question: Number 1 is which compound?
Answer: C5H14


Question: The lowest energy above the lowest of the compared OMol25 structures with the same formula, charge and spin belongs to which entry?
Answer: number 2


Question: What is the formula in the fourth record?
Answer: C5H14